(1)
{"formula": "C15H16N6S2", "method": "ωB97M-V/def2-TZVPD", "multiplicity": 1, "relative_energy_kcal_mol": 3.5, "gap_ev": 8.077, "e_lumo_ev": 0.33, "species": ["C", "C", "C", "N", "C", "C", "S", "C", "N", "N", "C", "C", "C", "C", "C", "C", "C", "N", "C", "N", "N", "C", "S", "H", "H", "H", "H", "H", "H", "H", "H", "H", "H", "H", "H", "H", "H", "H", "H"], "xyz": [[-0.617, 1.204, 1.445], [-0.191, 2.446, 1.314], [-0.803, 3.489, 0.419], [-1.668, 2.953, -0.595], [-1.388, 2.591, -1.887], [-0.087, 2.742, -2.572], [1.334, 2.067, -1.642], [0.713, 0.489, -1.277], [-0.422, -0.007, -1.685], [-0.542, -1.221, -1.140], [0.519, -1.467, -0.414], [0.730, -2.695, 0.331], [1.989, -3.276, 0.466], [2.134, -4.453, 1.179], [1.033, -5.060, 1.758], [-0.225, -4.496, 1.609], [-0.379, -3.322, 0.899], [1.371, -0.389, -0.466], [2.595, -0.136, 0.236], [-2.444, 2.148, -2.491], [-3.436, 2.203, -1.579], [-3.005, 2.689, -0.387], [-3.870, 2.970, 0.975], [-0.148, 0.518, 2.130], [-1.451, 0.814, 0.887], [0.639, 2.815, 1.900], [-0.018, 4.084, -0.057], [-1.421, 4.151, 1.041], [-0.148, 2.229, -3.530], [0.166, 3.794, -2.723], [2.849, -2.834, -0.012], [3.113, -4.900, 1.277], [1.153, -5.977, 2.316], [-1.087, -4.975, 2.049], [-1.351, -2.873, 0.767], [2.641, 0.924, 0.491], [2.621, -0.732, 1.147], [3.459, -0.382, -0.386], [-4.361, 1.873, -1.794]], "forces_ev_per_angstrom": [[-0.012, -0.051, 0.060], [0.009, 0.179, -0.082], [0.182, 0.184, 0.397], [-0.730, -0.351, -0.301], [-0.626, 0.059, -0.386], [0.343, -0.361, 0.080], [0.217, 0.339, -0.212], [0.064, -0.118, -0.051], [0.290, 0.902, -0.417], [-0.164, -1.226, 0.481], [-0.063, 0.392, -0.247], [0.097, -0.334, 0.254], [-0.128, 0.043, -0.025], [0.091, -0.072, 0.060], [0.028, -0.044, 0.007], [-0.023, -0.055, 0.007], [0.090, 0.093, -0.022], [-0.692, -0.037, -0.453], [0.425, 0.072, 0.175], [0.501, 0.035, -0.709], [0.702, 0.303, 0.630], [-0.144, 0.032, -0.275], [-0.504, 0.079, 0.701], [0.142, -0.069, 0.193], [-0.159, -0.020, -0.160], [0.104, -0.013, 0.148], [-0.135, -0.047, 0.035], [0.089, -0.022, -0.169], [-0.086, 0.130, 0.028], [0.030, -0.067, -0.032], [0.073, 0.058, -0.035], [0.067, -0.043, 0.004], [0.009, -0.072, 0.046], [-0.075, -0.031, 0.037], [-0.102, 0.049, 0.002], [-0.011, -0.068, 0.080], [0.023, 0.091, -0.045], [-0.008, -0.009, 0.086], [0.085, 0.072, 0.109]]}

***

(2)
{"formula": "C15H16N7OReS2", "method": "ωB97M-V/def2-TZVPD", "total_charge": 1, "multiplicity": 4, "s_squared": 3.7775, "relative_energy_kcal_mol": 13.2, "gap_ev": [6.570, 7.024], "e_lumo_ev": [-3.78, -3.97], "species": ["Re", "O", "C", "N", "C", "C", "C", "C", "C", "C", "N", "C", "C", "C", "C", "C", "N", "H", "H", "H", "H", "H", "H", "H", "H", "H", "H", "C", "C", "N", "N", "C", "S", "N", "N", "H", "H", "H", "H", "H", "H", "S"], "xyz": [[0.313, 0.340, 0.678], [-1.262, 3.734, 2.266], [-0.995, 2.750, 1.600], [-0.339, 1.651, 2.002], [0.068, 1.487, 3.376], [1.372, 0.740, 3.382], [2.234, 0.791, 4.467], [3.441, 0.117, 4.408], [3.745, -0.596, 3.256], [2.830, -0.623, 2.223], [1.668, 0.035, 2.270], [-1.349, 2.638, 0.133], [-2.000, 3.675, -0.512], [-2.244, 3.580, -1.873], [-1.831, 2.432, -2.532], [-1.204, 1.429, -1.816], [-0.953, 1.515, -0.508], [-0.688, 0.888, 3.907], [0.147, 2.456, 3.884], [1.949, 1.362, 5.337], [4.132, 0.156, 5.235], [4.675, -1.132, 3.162], [3.023, -1.195, 1.324], [-2.288, 4.537, 0.070], [-2.728, 4.383, -2.406], [-1.990, 2.306, -3.591], [-0.892, 0.521, -2.310], [-1.775, -3.928, -3.768], [-0.563, -3.204, -3.337], [0.623, -3.325, -3.846], [1.414, -2.505, -3.152], [0.738, -1.850, -2.185], [1.511, -0.719, -1.179], [-0.542, -2.290, -2.301], [-1.656, -1.820, -1.652], [-1.538, -4.503, -4.658], [-2.587, -3.238, -3.994], [-2.105, -4.618, -2.990], [2.391, -2.409, -3.382], [-1.451, -1.575, -0.670], [-2.393, -2.521, -1.680], [-0.904, -1.474, 1.361]], "forces_ev_per_angstrom": [[-1.207, -2.607, 0.670], [-0.080, -0.359, -0.270], [-0.308, 0.694, -0.022], [0.476, 0.017, 0.185], [-0.102, -0.043, 0.295], [-0.057, 0.284, 0.393], [-0.047, -0.184, -0.196], [-0.178, 0.037, -0.176], [-0.192, -0.005, -0.004], [0.484, -0.403, -0.059], [0.175, 0.354, 0.351], [-0.295, 0.616, -0.085], [0.101, -0.224, 0.175], [0.182, -0.268, 0.069], [-0.076, 0.063, 0.190], [-0.030, -0.241, -0.541], [-0.344, 0.689, -0.169], [0.132, 0.079, -0.020], [0.041, -0.174, -0.117], [-0.007, 0.061, 0.056], [0.076, -0.007, 0.071], [0.074, -0.080, -0.054], [-0.032, 0.055, -0.006], [0.024, 0.043, 0.083], [-0.076, 0.075, -0.044], [-0.008, -0.048, -0.076], [0.018, 0.063, 0.063], [-0.041, -0.069, 0.003], [0.220, 0.172, 0.070], [-0.178, -0.651, -0.729], [-0.687, 0.384, 0.722], [-0.282, -0.349, -0.151], [0.377, 0.549, 0.177], [1.355, -0.376, -0.362], [-0.873, 0.583, -0.017], [0.004, 0.001, -0.007], [-0.042, 0.033, -0.026], [-0.051, -0.017, 0.020], [-0.048, 0.005, 0.105], [0.137, -0.337, -0.063], [0.269, 0.024, 0.032], [1.094, 1.560, -0.539]]}

***

(3)
{"formula": "C15H16NO4RuSe4", "method": "ωB97M-V/def2-TZVPD", "total_charge": 1, "multiplicity": 5, "s_squared": 6.0287, "relative_energy_kcal_mol": 9.6, "gap_ev": [6.939, 4.931], "e_lumo_ev": [-4.08, -6.08], "species": ["Ru", "O", "C", "C", "C", "C", "C", "C", "C", "C", "N", "H", "H", "H", "H", "H", "H", "H", "H", "H", "H", "H", "Se", "Se", "Se", "Se", "O", "C", "C", "C", "C", "C", "C", "C", "O", "O", "H", "H", "H", "H", "H"], "xyz": [[-0.646, -0.466, -0.081], [0.087, 1.196, 1.105], [0.663, 2.360, 0.433], [2.128, 2.160, 0.114], [2.440, 0.829, -0.577], [1.758, 0.695, -1.909], [2.365, 1.166, -3.065], [1.722, 1.039, -4.283], [0.473, 0.441, -4.325], [-0.080, 0.003, -3.144], [0.536, 0.125, -1.958], [0.633, 0.932, 1.859], [0.504, 3.228, 1.070], [0.063, 2.481, -0.468], [2.731, 2.240, 1.021], [2.421, 2.999, -0.523], [2.151, -0.007, 0.060], [3.518, 0.737, -0.712], [3.347, 1.617, -3.000], [2.192, 1.396, -5.190], [-0.065, 0.312, -5.254], [-1.056, -0.463, -3.122], [-1.530, -2.476, -0.901], [-3.527, -1.976, -2.196], [-4.448, -0.252, -1.128], [-2.628, 0.904, -0.275], [1.549, -5.464, 1.544], [2.118, -4.511, 2.306], [3.032, -4.932, 3.270], [3.662, -4.010, 4.074], [3.404, -2.639, 3.947], [2.502, -2.224, 3.002], [1.841, -3.144, 2.166], [0.878, -2.669, 1.172], [0.258, -3.441, 0.435], [0.649, -1.371, 1.145], [0.957, -5.018, 0.907], [3.226, -5.992, 3.362], [4.368, -4.355, 4.818], [3.903, -1.924, 4.585], [2.275, -1.174, 2.888]], "forces_ev_per_angstrom": [[-0.111, -0.140, 0.145], [0.041, 0.380, -0.229], [-0.134, -0.159, 0.183], [0.085, 0.087, -0.023], [-0.035, -0.069, -0.040], [-0.137, -0.139, -0.040], [0.053, -0.003, -0.001], [0.041, 0.033, -0.072], [-0.012, -0.003, -0.038], [-0.037, 0.028, 0.156], [0.281, 0.249, -0.099], [0.000, -0.155, -0.061], [0.001, 0.029, 0.021], [-0.015, -0.011, -0.027], [-0.054, -0.022, 0.043], [0.075, -0.024, 0.006], [-0.017, -0.003, 0.037], [-0.005, 0.094, -0.072], [-0.023, -0.014, -0.001], [-0.001, -0.004, 0.015], [0.011, 0.006, 0.015], [-0.017, -0.017, -0.018], [-0.149, -0.043, 0.074], [0.104, -0.143, -0.116], [-0.066, 0.134, 0.031], [-0.079, 0.101, 0.009], [0.073, 0.355, 0.084], [-0.157, -0.383, -0.313], [0.109, 0.015, 0.146], [0.032, -0.026, 0.037], [-0.004, -0.095, -0.001], [-0.071, -0.042, -0.083], [0.181, 0.343, 0.037], [-0.349, 0.326, 0.427], [0.141, -0.217, -0.221], [0.264, -0.373, -0.063], [-0.022, -0.114, 0.065], [-0.003, 0.020, -0.004], [-0.009, 0.010, -0.013], [0.001, -0.018, 0.003], [0.012, 0.009, 0.001]]}

***

(4)
{"formula": "C15H17BBr24O", "method": "ωB97M-V/def2-TZVPD", "multiplicity": 1, "gap_ev": 8.536, "e_lumo_ev": -0.16, "species": ["B", "C", "O", "C", "C", "C", "C", "C", "C", "H", "H", "H", "H", "H", "H", "H", "H", "H", "C", "Br", "Br", "Br", "H", "C", "Br", "Br", "Br", "H", "C", "Br", "Br", "Br", "H", "C", "Br", "Br", "Br", "H", "C", "Br", "Br", "Br", "H", "C", "Br", "Br", "Br", "H", "C", "Br", "Br", "Br", "H", "C", "Br", "Br", "Br", "H"], "xyz": [[-0.141, -1.507, 0.868], [-0.936, -0.711, -0.278], [-2.089, -1.386, -0.854], [-3.280, -1.073, -0.232], [-4.132, -2.053, 0.239], [-5.322, -1.719, 0.853], [-5.680, -0.402, 1.011], [-4.874, 0.608, 0.524], [-3.694, 0.235, -0.091], [-0.156, -1.045, 1.968], [0.488, -2.494, 0.698], [-0.216, -0.561, -1.103], [-1.168, 0.290, 0.102], [-3.905, -3.119, 0.148], [-5.983, -2.501, 1.218], [-6.598, -0.104, 1.516], [-5.159, 1.695, 0.620], [-3.012, 0.977, -0.479], [-2.844, 4.844, -0.078], [-3.460, 5.304, -1.841], [-3.647, 3.216, 0.576], [-0.927, 4.681, 0.008], [-3.136, 5.651, 0.580], [-2.863, 9.070, -3.830], [-1.342, 8.654, -2.722], [-3.415, 7.552, -4.882], [-4.323, 9.789, -2.799], [-2.552, 9.840, -4.523], [-1.910, -5.923, 1.485], [-1.823, -4.377, 0.338], [-0.154, -6.530, 2.000], [-3.036, -5.605, 3.016], [-2.367, -6.719, 0.913], [3.085, 0.573, -2.315], [4.890, 1.246, -2.344], [2.970, -1.141, -1.438], [1.857, 1.837, -1.537], [2.784, 0.424, -3.343], [2.650, 2.277, 2.747], [2.016, 1.802, 4.502], [3.271, 0.735, 1.773], [1.318, 3.271, 1.762], [3.500, 2.932, 2.883], [4.148, 6.359, 4.263], [3.924, 7.073, 2.488], [2.456, 5.954, 5.085], [5.325, 4.831, 4.274], [4.619, 7.128, 4.860], [4.699, -5.024, -2.896], [4.839, -3.494, -4.061], [6.403, -5.492, -2.132], [3.352, -4.775, -1.540], [4.383, -5.860, -3.507], [4.216, -9.165, -0.867], [2.521, -8.273, -0.677], [4.834, -9.133, -2.695], [5.533, -8.459, 0.348], [4.063, -10.202, -0.602]], "forces_ev_per_angstrom": [[-0.459, 0.190, 0.165], [0.815, -0.055, -0.168], [0.092, 0.093, 0.599], [-0.406, -0.120, 0.210], [0.069, -1.421, -0.182], [-0.388, -0.115, 0.164], [-0.924, 0.825, 0.490], [-0.067, 0.403, -0.021], [0.861, 0.866, -0.482], [0.117, -0.018, 0.004], [0.048, -0.067, -0.260], [-0.300, -0.034, 0.109], [-0.326, -0.176, -0.247], [-0.065, 0.738, -0.107], [0.166, 0.056, -0.058], [0.062, -0.334, -0.074], [-0.109, -1.966, -0.156], [-0.170, 0.076, -0.095], [-0.043, -0.051, 0.165], [0.066, -0.059, 0.098], [0.511, 1.465, -0.051], [-0.100, 0.315, -0.316], [0.063, -0.024, -0.012], [0.024, 0.001, 0.034], [-0.086, 0.011, -0.048], [0.016, 0.058, 0.037], [0.074, -0.068, -0.035], [-0.018, -0.032, 0.020], [0.033, -0.001, -0.051], [0.360, -0.434, 0.078], [-0.060, 0.034, -0.020], [0.070, 0.009, -0.069], [0.021, 0.020, 0.032], [-0.066, 0.005, 0.012], [-0.101, -0.047, 0.048], [0.038, 0.088, -0.075], [0.050, -0.015, -0.148], [0.025, -0.013, 0.035], [0.120, 0.073, -0.005], [0.002, 0.014, -0.096], [-0.069, 0.061, 0.073], [0.163, -0.242, 0.395], [-0.038, -0.020, 0.003], [-0.048, 0.040, -0.002], [0.006, -0.081, 0.077], [0.071, -0.022, -0.069], [-0.063, 0.045, -0.020], [0.005, -0.043, -0.023], [-0.020, -0.006, -0.013], [0.009, -0.071, 0.052], [-0.081, 0.087, -0.034], [0.118, 0.072, -0.065], [0.009, 0.012, 0.047], [-0.019, -0.001, 0.046], [0.032, -0.149, 0.033], [-0.029, 0.029, 0.073], [-0.079, -0.030, -0.062], [0.017, 0.031, -0.036]]}

***

(5)
{"formula": "C15H17GdIN5O5S3", "method": "ωB97M-V/def2-TZVPD", "multiplicity": 8, "s_squared": 16.0334, "relative_energy_kcal_mol": 0.0, "gap_ev": [6.232, 6.370], "e_lumo_ev": [-1.49, -1.38], "species": ["Gd", "C", "C", "N", "N", "C", "N", "S", "C", "C", "C", "C", "C", "N", "H", "H", "H", "H", "H", "H", "H", "H", "H", "H", "I", "C", "C", "C", "C", "N", "C", "H", "H", "H", "H", "O", "S", "O", "O", "S", "C", "O", "C", "O", "H", "H", "H"], "xyz": [[-0.619, 1.625, 0.677], [0.018, 0.414, -3.848], [-0.268, -0.034, -2.455], [-1.181, 0.437, -1.702], [-1.997, 1.429, -2.190], [-3.032, 1.827, -1.371], [-3.636, 2.950, -1.767], [-3.486, 0.999, 0.014], [0.377, -1.259, -1.896], [0.314, -2.411, -2.639], [0.637, -3.634, -2.054], [0.926, -3.649, -0.713], [0.995, -2.467, 0.024], [0.837, -1.287, -0.603], [-0.899, 0.393, -4.444], [0.781, -0.198, -4.321], [0.380, 1.445, -3.833], [-1.523, 2.166, -2.715], [-3.162, 3.582, -2.397], [-4.261, 3.368, -1.098], [-0.032, -2.355, -3.660], [0.605, -4.545, -2.634], [1.114, -4.569, -0.178], [0.968, -1.612, 2.001], [4.562, 0.871, 2.365], [3.214, -0.433, 1.399], [3.594, -1.830, 1.617], [2.716, -2.820, 1.738], [1.260, -2.536, 1.498], [1.080, -0.046, -0.034], [2.179, 0.182, 0.794], [4.649, -2.018, 1.768], [3.037, -3.829, 1.958], [0.627, -3.338, 1.882], [2.197, 1.270, 0.876], [0.035, 5.644, 0.231], [-0.057, 4.236, 0.015], [0.752, 3.400, 1.004], [-1.459, 3.692, 0.266], [0.506, 3.581, -1.784], [-2.477, 0.062, 4.356], [-1.973, 0.654, 3.142], [-0.618, 0.676, 2.979], [0.142, 0.205, 3.784], [-3.539, -0.105, 4.198], [-2.323, 0.743, 5.192], [-1.961, -0.874, 4.559]], "forces_ev_per_angstrom": [[-0.010, -1.361, 0.308], [0.011, 0.064, -0.077], [0.014, 0.085, 0.200], [-0.060, -0.116, 0.038], [0.080, 0.059, 0.049], [0.166, 0.276, -0.018], [-0.018, -0.116, -0.033], [-0.023, -0.035, -0.034], [-0.037, 0.040, -0.029], [0.051, -0.162, 0.147], [-0.024, 0.137, -0.080], [0.006, 0.137, 0.138], [-0.048, -0.266, -0.062], [0.025, 0.262, -0.158], [0.014, -0.006, -0.020], [-0.020, -0.023, -0.013], [0.000, -0.003, 0.056], [0.053, 0.039, 0.075], [0.016, 0.002, -0.001], [-0.006, 0.010, 0.004], [-0.002, 0.017, -0.010], [0.004, -0.026, 0.012], [-0.025, -0.043, -0.045], [0.012, 0.007, -0.039], [-0.006, 0.033, 0.002], [0.102, -0.063, -0.122], [-0.136, -0.019, 0.006], [0.133, 0.157, 0.026], [-0.080, -0.048, 0.023], [-0.025, -0.379, 0.428], [-0.133, 0.502, -0.412], [0.003, -0.055, -0.006], [-0.016, -0.027, -0.023], [0.052, 0.004, 0.027], [0.095, -0.026, 0.264], [0.115, -0.045, -0.165], [-0.002, 0.348, 0.602], [-0.037, 0.246, -0.343], [0.001, 0.427, -0.433], [-0.173, -0.031, -0.124], [0.055, 0.027, -0.012], [-0.152, -0.039, 0.137], [0.206, -0.044, -0.138], [-0.165, 0.054, -0.131], [-0.001, 0.016, -0.015], [0.014, -0.012, -0.002], [-0.025, -0.002, 0.005]]}

***

- Number 3 is which compound?
  C15H16NO4RuSe4